# 1
Here is C3H7NO2 in the gas phase from the Open Molecules 2025 dataset. Energies are from ωB97M-V with the def2-TZVPD basis set.

Each line ends with the Mulliken charge.
CARTESIAN COORDINATES (ANGSTROEM)
1 O 0.1232 -0.7045 0.4460  -0.32
2 O -0.3060 2.1410 -1.2491  -0.60
3 N 0.7992 2.0203 0.7384  -0.41
4 C 0.3129 1.4964 -0.4245  0.45
5 C 0.6627 0.0273 -0.6310  -0.43
6 C 0.1633 -2.0893 0.2008  -0.68
7 H 1.0590 1.3953 1.4866  0.24
8 H -0.3429 -2.3318 -0.7456  0.29
9 H 0.4621 2.9387 0.9879  0.25
10 H 1.7587 -0.1006 -0.6723  0.30
11 H -0.3609 -2.5816 1.0224  0.25
12 H 0.2346 -0.2894 -1.5913  0.37
13 H 1.1982 -2.4615 0.1494  0.29

As for the highest occupied orbital energy: -9.8154 eV. For the HOMO-LUMO gap, the calculation gives 10.71 eV. Its net charge is 0. The value obtained for the LUMO energy is 0.90 eV. As for the SMILES: COCC(N)=O.

# 2
Here is C3H7NO2 in the gas phase from the Open Molecules 2025 dataset. Energies are from ωB97M-V with the def2-TZVPD basis set.

Each line ends with the Mulliken charge.
CARTESIAN COORDINATES (ANGSTROEM)
1 O 1.7468 0.1586 0.6664  -0.54
2 O -0.9977 -0.1908 -1.0135  -0.37
3 N -0.2468 -1.6738 0.6024  -0.61
4 C 0.0677 0.7856 -1.0031  -0.31
5 C 0.7051 1.0360 0.3569  -0.53
6 C -1.1658 -1.0989 -0.0562  0.18
7 H -0.4417 1.6892 -1.3510  0.28
8 H -2.2338 -1.2710 0.0894  0.38
9 H 1.3345 -0.7287 0.6891  0.39
10 H -0.0950 1.0410 1.1175  0.31
11 H 1.1321 2.0428 0.3375  0.35
12 H 0.8365 0.5115 -1.7327  0.27
13 H -0.6418 -2.3015 1.2972  0.21

As for the highest occupied orbital energy: -10.0135 eV. For the HOMO-LUMO gap, the calculation gives 10.88 eV. Its net charge is 0. The value obtained for the LUMO energy is 0.86 eV. As for the SMILES: [H]/N=C/OCCO.

# 3
Here is 2 unconnected molecules or ions with the total composition C3H7NO2 at a distorted geometry from the Open Molecules 2025 dataset. Energies are from ωB97M-V with the def2-TZVPD basis set.

Each line ends with the Mulliken charge.
CARTESIAN COORDINATES (ANGSTROEM)
1 O -2.9024 0.3965 1.4724  -0.50
2 O 0.8524 -1.4370 0.3448  -0.56
3 N 1.8705 -2.1767 -1.6120  -0.33
4 C 1.7210 -1.3615 -0.5370  0.00
5 C -1.9241 0.7807 0.8034  0.17
6 C -1.1908 2.1005 0.9803  -0.75
7 H -1.1344 2.1693 2.1125  0.24
8 H 2.3764 -0.6642 -0.3392  0.45
9 H -1.6861 2.9055 0.5357  0.31
10 H -1.7658 0.3251 -0.1560  0.29
11 H -0.3280 1.9915 0.2961  0.24
12 H 1.4504 -3.0160 -1.6832  0.22
13 H 2.6608 -2.0139 -2.2178  0.22

As for the highest occupied orbital energy: -9.4997 eV. For the HOMO-LUMO gap, the calculation gives 10.20 eV. Its net charge is 0. The value obtained for the LUMO energy is 0.70 eV. As for the SMILES: CC=O.NC=O.

# 4
Here is C3H7NO2 in the gas phase at a distorted geometry from the Open Molecules 2025 dataset. Energies are from ωB97M-V with the def2-TZVPD basis set.

Each line ends with the Mulliken charge.
CARTESIAN COORDINATES (ANGSTROEM)
1 O -1.0487 -2.5285 -0.3237  -0.51
2 O 0.7668 2.4938 -0.4178  -0.41
3 N -0.4592 -0.2111 -0.2736  -0.17
4 C -0.0933 0.6070 0.8302  -0.51
5 C 0.0223 -1.5754 -0.4155  -0.28
6 C 1.0090 1.7214 0.4642  0.00
7 H -0.8816 -3.0153 0.4736  0.31
8 H 0.6355 -1.6926 -1.3038  0.28
9 H -0.9277 1.2086 1.1830  0.32
10 H 0.5193 -1.7111 0.5633  0.17
11 H 0.4383 -0.0066 1.5643  0.29
12 H 1.6509 2.0850 1.3113  0.30
13 H -1.2966 -0.0002 -0.7953  0.21

As for the highest occupied orbital energy: -8.6002 eV. For the HOMO-LUMO gap, the calculation gives 9.29 eV. Its net charge is 0. The value obtained for the LUMO energy is 0.69 eV. As for the SMILES: O=CCNCO.

# 5
Here is C3H7NO2 in the gas phase at a distorted geometry from the Open Molecules 2025 dataset. Energies are from ωB97M-V with the def2-TZVPD basis set.

Each line ends with the Mulliken charge.
CARTESIAN COORDINATES (ANGSTROEM)
1 O 1.7376 0.6294 0.3673  -0.53
2 O -0.0708 1.4783 -0.6107  -0.51
3 N -1.7959 -0.2200 0.2573  -0.63
4 C 0.2610 -1.5833 -0.5101  -1.33
5 C -0.3063 -0.5946 0.4524  0.60
6 C 0.5726 0.6113 0.1711  0.19
7 H -2.4499 -0.7167 -0.2991  0.19
8 H -0.9162 1.0116 -0.6975  0.46
9 H 0.9744 -2.3626 -0.0719  0.23
10 H -0.3746 -2.0243 -1.1497  0.45
11 H -1.9726 -0.1414 1.2693  0.23
12 H 0.9201 -0.9203 -1.1453  0.31
13 H -0.1085 -0.7684 1.5602  0.33

As for the highest occupied orbital energy: -9.8319 eV. For the HOMO-LUMO gap, the calculation gives 10.51 eV. Its net charge is 0. The value obtained for the LUMO energy is 0.68 eV. As for the SMILES: C[C@H](N)C(=O)O.

# 6
Here is C3H7NO2 in the gas phase at a distorted geometry from the Open Molecules 2025 dataset. Energies are from ωB97M-V with the def2-TZVPD basis set.

Each line ends with the Mulliken charge.
CARTESIAN COORDINATES (ANGSTROEM)
1 O -1.9919 0.9475 -1.0776  -0.52
2 O -0.0976 -1.7193 1.7505  -0.56
3 N -0.6668 0.0528 0.5380  -0.20
4 C 1.5580 -0.7128 0.2832  -1.20
5 C -0.6215 0.8238 -0.7900  -0.38
6 C 0.3022 -0.9809 0.9110  0.71
7 H 2.5001 -1.3419 0.5394  0.27
8 H 1.8550 0.3084 0.4825  0.35
9 H -2.2951 1.6320 -0.5261  0.29
10 H -1.5467 0.0391 0.9836  0.23
11 H 1.4699 -0.7061 -0.7395  0.39
12 H -0.4889 -0.0316 -1.4994  0.35
13 H 0.0233 1.6890 -0.8556  0.27

As for the highest occupied orbital energy: -9.3508 eV. For the HOMO-LUMO gap, the calculation gives 10.05 eV. Its net charge is 0. The value obtained for the LUMO energy is 0.70 eV. As for the SMILES: CC(=O)NCO.

# 7
Here is C3H7NO2 in the gas phase at a distorted geometry from the Open Molecules 2025 dataset. Energies are from ωB97M-V with the def2-TZVPD basis set.

Each line ends with the Mulliken charge.
CARTESIAN COORDINATES (ANGSTROEM)
1 O 2.2930 0.8224 0.2069  -0.47
2 O 1.1641 -0.9510 -0.6130  -0.31
3 N -0.6427 1.3960 -0.1142  -0.64
4 C 2.1030 -0.0684 -0.5545  0.07
5 C 0.2223 -0.9588 0.5268  -0.50
6 C -0.9960 0.0063 0.1121  -0.60
7 H 2.7186 -0.3516 -1.3485  0.42
8 H -1.4986 -0.2428 -0.8469  0.36
9 H 0.0410 1.6030 0.6394  0.30
10 H -0.1290 1.3832 -1.0092  0.28
11 H 0.7550 -0.7010 1.3668  0.40
12 H -1.7381 0.0028 0.8661  0.35
13 H -0.1084 -1.9350 0.5546  0.35

As for the highest occupied orbital energy: -9.5635 eV. For the HOMO-LUMO gap, the calculation gives 10.45 eV. Its net charge is 0. The value obtained for the LUMO energy is 0.88 eV. As for the SMILES: NCCOC=O.

# 8
Here is 2 unconnected molecules or ions with the total composition C3H7NO2 at a distorted geometry from the Open Molecules 2025 dataset. Energies are from ωB97M-V with the def2-TZVPD basis set.

Each line ends with the Mulliken charge.
CARTESIAN COORDINATES (ANGSTROEM)
1 O 0.8687 1.5299 -2.2594  -0.39
2 O -0.8159 2.5614 -1.1386  -0.33
3 N -0.2275 -1.8653 0.1955  -0.48
4 C 0.0008 1.9414 -1.6352  0.73
5 C 0.4501 0.5192 0.7151  -1.22
6 C -0.6440 -0.2464 0.1202  -0.30
7 H 1.2292 0.7229 -0.0471  0.24
8 H -0.1682 -2.2504 1.1189  0.32
9 H 0.8800 0.0761 1.6407  0.41
10 H 0.6744 -1.8551 -0.2701  0.31
11 H 0.1296 1.5094 1.0226  0.34
12 H -0.9382 -2.4640 -0.3273  0.35
13 H -1.4392 -0.1791 0.8648  0.03

As for the highest occupied orbital energy: -6.8404 eV. For the HOMO-LUMO gap, the calculation gives 7.30 eV. Its net charge is 0. The value obtained for the LUMO energy is 0.46 eV.

# 9
Here is C3H7NO2 in the gas phase at a distorted geometry from the Open Molecules 2025 dataset. Energies are from ωB97M-V with the def2-TZVPD basis set.

Each line ends with the Mulliken charge.
CARTESIAN COORDINATES (ANGSTROEM)
1 O -1.3952 -0.5064 1.2884  -0.51
2 O -1.7052 0.1820 -1.5065  -0.55
3 N 0.5482 0.4904 -0.8628  -0.21
4 C -0.0466 -0.1497 1.4227  -0.31
5 C 0.7645 -0.4691 0.1860  -0.57
6 C -0.5733 0.5395 -1.7648  0.02
7 H 0.4737 -1.4574 -0.2014  0.27
8 H 1.0433 1.3755 -0.8296  0.27
9 H -1.7133 -0.2058 0.4185  0.37
10 H 0.0811 0.9262 1.6417  0.24
11 H 0.3234 0.4939 -2.4496  0.35
12 H 0.3563 -0.7134 2.2639  0.31
13 H 1.8432 -0.5055 0.3933  0.33

As for the highest occupied orbital energy: -9.5771 eV. For the HOMO-LUMO gap, the calculation gives 10.27 eV. Its net charge is 0. The value obtained for the LUMO energy is 0.69 eV. As for the SMILES: O=CNCCO.

# 10
Here is 2 unconnected molecules or ions with the total composition C3H7NO2 at a distorted geometry from the Open Molecules 2025 dataset. Energies are from ωB97M-V with the def2-TZVPD basis set.

Each line ends with the Mulliken charge.
CARTESIAN COORDINATES (ANGSTROEM)
1 O 0.0448 0.7789 -0.2649  -0.52
2 O -0.7751 -2.2122 0.1137  -0.53
3 N -2.0575 -0.7771 -1.1127  -0.35
4 C -1.8312 -1.6646 -0.1166  0.12
5 C 2.0345 1.2262 0.9453  -1.00
6 C 1.2482 0.7391 -0.2221  0.22
7 H 1.3923 1.6897 1.6968  0.29
8 H -2.7307 -1.9044 0.4765  0.29
9 H 2.6729 2.0924 0.7395  0.32
10 H -1.3742 -0.0573 -1.3207  0.28
11 H -3.0127 -0.5421 -1.2356  0.24
12 H 1.7682 0.2292 -1.0464  0.34
13 H 2.6204 0.4022 1.3473  0.29

As for the highest occupied orbital energy: -9.6107 eV. For the HOMO-LUMO gap, the calculation gives 10.63 eV. Its net charge is 0. The value obtained for the LUMO energy is 1.02 eV. As for the SMILES: CC=O.NC=O.

# 11
Here is 2 unconnected molecules or ions with the total composition C3H7NO2 from the Open Molecules 2025 dataset. Energies are from ωB97M-V with the def2-TZVPD basis set.

Each line ends with the Mulliken charge.
CARTESIAN COORDINATES (ANGSTROEM)
1 O 0.4097 -1.0470 1.0438  -0.61
2 O -0.5557 -0.1359 -3.3349  -0.46
3 N -0.8574 -1.5546 -1.4463  -0.57
4 C 0.8085 0.3016 0.7873  -0.26
5 C -0.4331 1.1683 0.8329  -0.99
6 C -0.6680 -0.7982 -2.3701  0.62
7 H -0.4915 -1.4963 -0.4921  0.47
8 H 1.2021 -1.5961 1.1034  0.30
9 H 1.2938 0.3745 -0.1978  0.27
10 H 1.5337 0.6261 1.5451  0.36
11 H -0.1794 2.2092 0.6105  0.33
12 H -1.1671 0.8278 0.0955  0.26
13 H -0.8955 1.1208 1.8228  0.28

As for the highest occupied orbital energy: -10.6483 eV. For the HOMO-LUMO gap, the calculation gives 11.26 eV. Its net charge is 0. The value obtained for the LUMO energy is 0.61 eV. As for the SMILES: N=C=O.CCO.

# 12
Here is C3H7NO2 in the gas phase from the Open Molecules 2025 dataset. Energies are from ωB97M-V with the def2-TZVPD basis set.

Each line ends with the Mulliken charge.
CARTESIAN COORDINATES (ANGSTROEM)
1 O 1.5933 -0.6094 -1.0227  -0.54
2 O -0.5502 -2.0309 -0.1662  -0.45
3 N -1.1417 -0.7563 -0.1493  -0.50
4 C -0.2906 0.1583 0.1275  0.79
5 C -0.8137 1.5464 0.2499  -1.13
6 C 1.1946 -0.0979 0.2191  -0.44
7 H 1.7567 0.8206 0.3978  0.30
8 H 1.4128 -0.8006 1.0305  0.24
9 H -1.2766 -2.6053 -0.4419  0.38
10 H -0.2988 2.2466 -0.4074  0.32
11 H 0.9634 -1.3527 -1.1258  0.41
12 H -1.8728 1.5680 0.0226  0.34
13 H -0.6764 1.9133 1.2658  0.28

As for the highest occupied orbital energy: -9.9707 eV. For the HOMO-LUMO gap, the calculation gives 10.83 eV. Its net charge is 0. The value obtained for the LUMO energy is 0.86 eV. As for the SMILES: C/C(CO)=N/O.